(1)
80
Properties=species:S:1:pos:R:3:forces:R:3 method="wB97M-V/def2-TZVPD" molar_mass_g_mol=721.87 relative_energy_kcal_mol=10.6 energy_ha=-6427.0744 homo_ev="-3.976 / -4.036" total_charge=-1 max_force_ha_per_bohr=0.0120 lumo_ev="2.32 / 2.32" multiplicity=6
Mn 0.441309 -0.990189 -0.511888 0.2 -0.2 0.2
C -3.377241 -3.826469 3.053072 0.0 0.0 0.0
Si -1.723267 -4.003033 3.899959 0.0 0.0 0.0
C -1.823669 -3.164140 5.581624 0.0 0.0 0.0
C -1.426416 -5.842149 4.180985 0.0 0.0 0.0
C -0.198904 -3.328923 3.028179 0.0 0.0 0.0
C 1.022370 -3.631302 3.619354 0.0 0.0 0.0
C 2.231063 -3.195562 3.084768 0.0 0.0 0.0
C 2.175871 -2.458778 1.919200 0.0 -0.1 0.0
N 1.027086 -2.156426 1.327350 0.0 0.1 0.0
C -0.156653 -2.536196 1.854219 0.0 0.0 0.0
S -1.538775 -1.936823 0.991810 0.0 0.0 0.0
H -4.136362 -4.325001 3.664852 0.0 0.0 0.0
H -3.369139 -4.279851 2.061760 0.0 0.0 0.0
H -3.651048 -2.780788 2.923743 0.0 0.0 0.0
H -2.650465 -3.564746 6.173802 0.0 0.0 0.0
H -1.982743 -2.090285 5.460125 0.0 0.0 0.0
H -0.901239 -3.300481 6.150582 0.0 0.0 0.0
H -2.255445 -6.286647 4.737679 0.0 0.0 0.0
H -0.507990 -6.030999 4.740652 0.0 0.0 0.0
H -1.343147 -6.362742 3.224434 0.0 0.0 0.0
H 1.042090 -4.223078 4.530858 0.0 0.0 0.0
H 3.177803 -3.424426 3.553949 0.0 0.0 0.0
H 3.065287 -2.083391 1.422075 0.0 0.0 0.0
C -3.581257 4.877818 -1.716993 0.0 0.0 0.0
C -2.131444 4.557436 -2.105018 0.0 0.0 0.0
C -1.263528 4.638202 -0.853475 0.0 0.0 0.0
C -1.622070 5.613754 -3.095875 0.0 0.0 0.0
C -2.076147 3.172936 -2.752536 0.0 0.0 0.0
C -2.742728 2.982452 -3.976750 0.0 0.0 0.0
C -2.717868 1.778276 -4.646475 0.0 0.0 0.0
C -2.018016 0.723331 -4.076016 0.0 0.0 0.1
S -1.758434 -0.879915 -4.673610 0.0 0.0 0.0
C -0.826730 -1.252110 -3.240621 0.0 0.1 0.0
N -0.738800 -0.271332 -2.389492 0.1 0.1 0.0
C -1.377527 0.870159 -2.843314 -0.1 0.0 0.0
C -1.400677 2.103471 -2.185263 0.0 0.0 0.0
C -0.181610 -2.550068 -3.040578 0.1 -0.1 0.0
C -0.327315 -3.570317 -3.985225 0.0 0.0 0.0
C 0.303636 -4.781375 -3.780259 0.0 0.0 0.0
C 1.073340 -4.958611 -2.632736 0.0 0.0 0.0
C 1.202222 -3.931144 -1.707765 0.0 -0.1 0.0
C 0.583696 -2.687409 -1.871495 0.0 0.2 0.0
H -3.638286 5.862305 -1.245706 0.0 0.0 0.0
H -3.962845 4.136462 -1.012496 0.0 0.0 0.0
H -4.236321 4.881524 -2.589516 0.0 0.0 0.0
H -1.328993 5.640708 -0.425133 0.0 0.0 0.0
H -0.216254 4.438250 -1.086493 0.0 0.0 0.0
H -1.588776 3.929215 -0.092173 0.0 0.0 0.0
H -1.640426 6.601908 -2.629567 0.0 0.0 0.0
H -2.234396 5.658445 -3.996902 0.0 0.0 0.0
H -0.595751 5.394566 -3.395129 0.0 0.0 0.0
H -3.287095 3.806232 -4.420827 0.0 0.0 0.0
H -3.225934 1.663807 -5.595416 0.0 0.0 0.0
H -0.861956 2.182776 -1.249456 0.0 0.0 0.0
H -0.928924 -3.424255 -4.877972 0.0 0.0 0.0
H 0.201611 -5.581817 -4.502812 0.0 0.0 0.0
H 1.572574 -5.907272 -2.464668 0.0 0.0 0.0
H 1.807447 -4.109552 -0.822872 0.0 0.0 0.0
Se 2.828027 0.246723 -1.026274 0.1 -0.2 -0.6
C 4.246397 1.346371 -0.401942 -0.2 0.0 0.3
C 4.694149 1.299251 0.923431 0.0 0.0 0.0
C 5.744450 2.096622 1.355151 0.0 0.0 0.0
C 6.377775 2.966113 0.476993 0.0 0.0 0.0
C 5.940845 3.024106 -0.840748 0.0 0.0 0.0
C 4.890723 2.229248 -1.274593 0.0 0.0 0.0
H 4.205794 0.622595 1.614613 0.0 0.0 0.0
H 6.070256 2.036595 2.387626 0.0 0.0 0.0
H 7.198268 3.588021 0.813131 0.0 0.0 0.0
H 6.422936 3.697263 -1.540972 0.0 0.0 0.0
H 4.556487 2.278927 -2.303097 0.0 0.0 0.0
C -1.272170 1.549731 2.073665 0.0 0.0 0.0
S 0.333613 1.009405 1.458696 -0.1 0.1 0.1
C 1.162937 2.597561 1.285170 0.0 -0.1 0.0
H -1.175164 2.018024 3.053556 0.0 0.0 0.0
H -1.879155 0.649292 2.151650 0.0 0.0 0.0
H -1.747914 2.243463 1.380320 0.0 0.0 0.0
H 0.553960 3.296271 0.715704 0.0 0.0 0.0
H 2.084284 2.400550 0.740148 0.0 0.0 0.0
H 1.388710 3.017438 2.265266 0.0 0.0 0.0

***

(2)
83
Properties=species:S:1:pos:R:3:forces:R:3 method="wB97M-V/def2-TZVPD" molar_mass_g_mol=683.57 relative_energy_kcal_mol=24.9 energy_ha=-3675.3553 homo_ev=-18.838 total_charge=+4 max_force_ha_per_bohr=0.0432 lumo_ev=-12.05 multiplicity=1
Ti 0.513888 -0.696999 0.383940 2.1 0.7 0.4
O 0.227388 -1.592599 -1.118860 0.4 -1.1 -1.0
P -1.199612 -1.708099 -1.720660 -1.7 -0.3 -1.0
C -1.518412 -0.013599 -2.398360 0.2 -0.2 0.5
P -1.375012 1.309101 -1.090860 -0.8 1.3 -1.1
O -0.452512 0.695701 0.025140 -1.0 1.1 0.4
C -2.925512 1.719701 -0.283060 0.5 0.0 -0.2
C -3.934312 2.365501 -1.000360 0.0 -0.1 -0.1
C -5.080212 2.782701 -0.345560 0.0 0.0 -0.1
C -5.221212 2.553301 1.016840 0.1 0.0 0.0
C -4.217312 1.909401 1.729740 0.0 0.0 0.0
C -3.063112 1.497201 1.088140 0.3 -0.1 0.0
C -0.539512 2.763601 -1.765460 -0.5 -0.6 0.2
C 0.558788 2.637601 -2.620060 0.0 -0.1 -0.2
C 1.115088 3.771801 -3.188960 -0.1 -0.2 0.0
C 0.583788 5.026701 -2.911660 -0.1 0.0 0.1
C -0.464112 5.157901 -2.012060 0.0 0.0 0.0
C -1.030612 4.029701 -1.440860 -0.1 -0.1 0.1
C -2.273812 -1.779099 -0.241960 0.1 -0.4 -0.4
C -1.670812 -2.163699 0.969540 0.1 -0.1 -0.2
C -2.401712 -2.120499 2.152040 0.0 0.0 0.0
C -3.737712 -1.734399 2.128240 0.1 -0.1 -0.1
C -4.352012 -1.424599 0.922640 0.1 -0.1 0.0
C -3.620112 -1.430099 -0.258760 0.2 -0.2 -0.2
C -1.190012 -3.063499 -2.898660 -0.1 0.6 0.5
C 0.051088 -3.592799 -3.270460 0.2 0.2 0.2
C 0.094888 -4.672999 -4.134160 0.0 0.0 0.0
C -1.085312 -5.221599 -4.622460 0.1 0.1 0.1
C -2.314312 -4.686499 -4.255560 -0.1 0.1 0.0
C -2.377312 -3.603399 -3.396160 0.0 0.0 0.0
H -2.518612 0.024601 -2.834760 -0.1 0.1 0.0
H -0.803012 0.164501 -3.211860 -0.1 0.0 0.1
H -3.819412 2.553601 -2.057160 0.0 0.1 -0.2
H -5.856712 3.298301 -0.891960 0.0 0.0 0.0
H -6.106512 2.898601 1.529540 -0.1 0.0 0.0
H -4.335212 1.746901 2.790240 0.0 0.0 0.1
H -2.261812 1.006201 1.636740 -0.2 0.1 0.0
H 0.965688 1.660701 -2.858660 0.0 0.0 -0.1
H 1.942688 3.684701 -3.877760 0.0 -0.1 -0.1
H 0.975288 5.902201 -3.408760 0.1 0.1 0.0
H -0.859612 6.134501 -1.770160 0.0 0.0 0.0
H -1.868312 4.123301 -0.766260 -0.1 0.1 0.0
H -0.706212 -2.683999 0.936740 -0.2 0.0 0.1
H -1.956412 -2.436899 3.086840 0.0 0.0 0.0
H -4.309912 -1.727199 3.043840 0.0 0.0 0.1
H -5.405012 -1.185799 0.895640 -0.1 0.0 0.0
H -4.114312 -1.199199 -1.190160 -0.1 0.1 -0.1
H 0.960688 -3.161199 -2.868560 0.0 -0.1 -0.1
H 1.045788 -5.098599 -4.421360 0.0 0.0 0.0
H -1.043912 -6.076499 -5.281360 0.0 0.0 -0.1
H -3.225312 -5.118899 -4.639560 -0.1 0.0 0.0
H -3.332112 -3.190599 -3.107360 -0.2 0.0 0.0
C 3.526088 4.139001 -0.685560 0.3 0.6 0.1
N 3.277888 2.709101 -0.738860 0.1 -0.6 -0.1
C 2.786388 1.887501 0.162440 -0.2 -0.1 0.3
S 2.530388 0.237501 -0.426160 0.0 -0.3 -0.1
N 2.568488 2.161401 1.440640 -0.2 -0.1 -0.1
C 3.175888 3.236801 2.219440 0.1 0.5 0.3
H 3.335688 4.547201 -1.674860 -0.1 0.0 0.0
H 4.567788 4.353601 -0.445860 0.0 0.0 0.1
H 2.875088 4.630201 0.030640 -0.1 0.0 0.0
H 3.544488 2.268101 -1.615260 -0.1 0.1 0.2
H 2.027088 1.492901 1.982640 0.3 0.1 -0.4
H 4.101188 3.567401 1.757040 0.0 -0.1 0.0
H 3.414188 2.854501 3.209940 0.0 -0.1 0.0
H 2.502188 4.084001 2.336740 0.0 0.0 0.0
O 0.981888 -0.560299 2.268040 -0.1 0.6 1.3
C 1.583688 -1.677199 2.246940 0.6 -1.0 0.8
O 1.568788 -2.311799 1.166340 0.2 -0.7 0.0
C 2.317588 -2.241399 3.445640 -0.2 0.8 0.2
N 2.865388 -3.589499 3.083840 -0.3 -0.5 -0.3
C 4.360188 -3.495299 3.143540 1.0 0.2 0.3
C 4.586888 -2.448799 4.218840 -0.1 0.1 -0.1
C 3.547688 -1.388499 3.853440 0.1 0.1 0.1
H 1.637488 -2.314999 4.300940 0.0 -0.1 -0.2
H 2.551188 -3.847899 2.134640 0.0 0.0 0.3
H 2.545288 -4.314299 3.735440 0.0 0.1 -0.1
H 4.731388 -3.135699 2.183340 -0.2 -0.1 -0.1
H 4.808688 -4.460999 3.362440 -0.2 -0.1 -0.1
H 5.601288 -2.058199 4.210640 0.0 0.0 0.0
H 4.396188 -2.851799 5.212540 0.0 -0.1 0.1
H 3.899688 -0.776599 3.017840 0.0 -0.1 0.0
H 3.315788 -0.730599 4.687440 -0.1 0.0 0.0

***

Q: The highest multiplicity belongs to which entry?
A: C33H39MnN2S3SeSi

***

Q: The lowest multiplicity belongs to which entry?
A: C33H39N3O4P2STi

***

Q: Which value of multiplicity does entry 1 give?
A: 6

***

Q: Which of these has the highest multiplicity?
A: C33H39MnN2S3SeSi